# C18H36BClO10

2 unconnected molecules or ions with the total composition C18H36BClO10 (ωB97M-V/def2-TZVPD, the Open Molecules 2025 dataset).

The geometry in XYZ format:
```
66
Properties=species:S:1:pos:R:3:mulliken_charge:R:1
C -3.2788 1.6937 -3.1181 -0.826
O -2.1393 1.0506 -2.5480 -0.618
B -2.3705 0.0818 -1.6093 1.360
O -3.3580 -0.8418 -1.8220 -0.538
C -1.4683 -0.0044 -0.2982 -1.967
O -1.2036 1.3485 0.1521 -0.024
C -1.4476 1.5664 1.4843 0.390
Cl -3.2204 1.8996 1.7506 -0.233
C -0.5613 2.7058 1.9757 -0.588
C -0.4383 3.8377 0.9880 0.535
O 0.6237 4.2519 0.5950 -0.566
O -1.6240 4.3646 0.5895 -0.502
C -0.1669 -0.7895 -0.4542 1.907
C -0.4782 -2.2056 -0.9719 -1.240
C -1.1410 -3.2647 -0.0446 -0.820
C -1.9946 -2.8224 1.1234 -0.846
O -3.2963 -2.3966 0.6546 -0.530
C 0.7779 -0.1053 -1.4672 -1.808
C 1.5692 1.1215 -0.9802 0.349
C 3.0795 0.8751 -0.7773 -0.545
C 3.9331 2.1138 -1.0612 -1.079
C 3.9389 3.0770 0.1136 -0.231
O 4.7651 2.5096 1.1479 -0.320
C 4.9429 3.3422 2.2127 0.668
C 4.1638 2.9528 3.4315 -0.702
O 5.6951 4.2822 2.1722 -0.566
O 0.4303 -0.7814 0.8526 -0.299
C 1.5389 -1.6339 1.0548 -1.020
H -2.9169 2.4401 -3.8235 0.244
H -3.8663 2.1873 -2.3428 0.297
H -3.9122 0.9885 -3.6562 0.306
H -3.6340 -1.2661 -0.9968 0.314
H -2.0790 -0.4707 0.4703 0.684
H -1.2341 0.6838 2.0876 0.111
H 0.4377 2.2844 2.0936 -0.047
H -0.9260 3.0480 2.9449 0.687
H -1.6244 4.4060 -0.3759 0.380
H -1.0702 -2.1303 -1.8856 0.587
H 0.4721 -2.6322 -1.3029 0.515
H -1.7548 -3.9244 -0.6610 0.385
H -0.3573 -3.9077 0.3625 0.511
H -1.5367 -2.0265 1.7108 0.271
H -2.1358 -3.6790 1.7893 0.511
H -3.8751 -2.3644 1.4231 0.260
H 1.5017 -0.8502 -1.8117 0.711
H 0.2062 0.1802 -2.3503 0.291
H 1.4719 1.9019 -1.7397 0.703
H 1.1660 1.5228 -0.0570 -0.785
H 3.2381 0.6115 0.2732 0.176
H 3.4190 0.0196 -1.3654 0.477
H 4.9678 1.7920 -1.2017 0.339
H 3.5915 2.6404 -1.9531 0.467
H 2.9190 3.2123 0.4897 0.032
H 4.3243 4.0588 -0.1657 0.462
H 3.1030 2.8546 3.2064 0.049
H 4.5392 1.9928 3.7906 0.300
H 4.3271 3.7036 4.2009 0.339
H 2.2121 -1.1461 1.7603 0.349
H 2.0817 -1.8566 0.1356 0.399
H 1.2230 -2.5823 1.5041 0.322
C -3.9388 -6.6198 -1.1709 -0.532
O -2.5275 -6.4313 -1.1461 -0.479
H -4.3476 -6.0869 -0.3162 0.191
H -4.3814 -6.2109 -2.0825 0.268
H -4.2025 -7.6771 -1.0859 0.289
H -2.1521 -6.8954 -1.8983 0.275
```

SMILES: COB(O)[C@H](O[C@H](Cl)CC(=O)O)[C@@](CCCO)(CCCCCOC(C)=O)OC.CO
E (Eh): -1944.970118
E_HOMO (Ha): -0.35926
LUMO level (eV): 0.37
Frontier orbital gap (eV): 10.1

=====

# C18H36Br2N5O4S

2 unconnected molecules or ions with the total composition C18H36Br2N5O4S at a distorted geometry (ωB97M-V/def2-TZVPD, the Open Molecules 2025 dataset).

The geometry in XYZ format:
```
66
Properties=species:S:1:pos:R:3:mulliken_charge:R:1
C 4.2403 -0.2372 -0.2311 -0.711
N 3.1274 0.3739 0.5451 -0.173
C 2.2902 1.2434 -0.2629 -0.835
N 0.8268 1.1615 0.0826 0.195
C 0.1969 0.0765 0.8365 -1.192
C -1.0506 -0.5848 0.1471 -0.417
C -0.9994 -0.6368 -1.4097 -0.839
C -2.2796 -0.1040 -2.1229 -0.721
C -3.6228 -0.5315 -1.4495 -0.858
C -4.4175 0.7450 -1.0161 0.263
C -5.3468 0.5307 0.2079 -0.859
O -5.5578 1.7936 0.8558 -0.406
C -4.6709 1.9694 1.9575 -0.549
C 0.1121 2.1875 -0.3072 0.295
N 0.5490 3.2744 -0.9840 -0.501
C -0.4490 4.1182 -1.2458 0.840
C -0.4283 5.3799 -1.9641 -0.468
Br -2.0711 6.3979 -1.9298 -0.162
C 0.6498 5.8245 -2.6193 0.498
C 1.9646 5.0813 -2.6691 -0.972
Br 0.5441 7.5125 -3.5113 -0.128
N -1.5404 3.5414 -0.7177 -0.298
N -1.2176 2.3939 -0.1311 0.264
H 5.1855 0.2200 0.1012 0.323
H 4.1437 -0.1122 -1.3207 0.290
H 4.2204 -1.3244 -0.0487 0.161
H 3.4795 0.9105 1.3288 0.273
H 2.6325 2.2816 -0.0915 0.329
H 2.3883 1.0728 -1.3454 0.407
H 0.8890 -0.7199 1.1300 0.581
H -0.1693 0.5270 1.7839 0.249
H -1.9636 -0.1215 0.5619 0.127
H -1.0665 -1.6315 0.4942 0.659
H -0.9079 -1.6951 -1.7100 0.543
H -0.1323 -0.1228 -1.8560 0.284
H -2.2725 0.9920 -2.2466 0.315
H -2.2797 -0.5179 -3.1476 0.440
H -4.2498 -1.0702 -2.1802 0.422
H -3.5074 -1.2107 -0.5898 0.465
H -5.0662 1.0464 -1.8570 0.497
H -3.7649 1.6083 -0.7962 -0.380
H -5.0066 -0.2509 0.9089 0.419
H -6.3487 0.2368 -0.1533 0.342
H -5.2319 1.8292 2.8991 0.286
H -4.2596 2.9976 1.9811 0.235
H -3.8164 1.2707 1.8753 0.179
H 2.4680 5.1930 -1.6920 0.280
H 2.6521 5.4568 -3.4381 0.415
H 1.8395 4.0013 -2.8369 0.261
H -2.4515 3.9851 -0.7852 0.259
H -1.9013 1.8077 0.3308 0.057
O 1.4197 -3.7860 1.5927 -0.620
S 2.5790 -4.1550 2.3559 1.265
O 3.8808 -3.6592 2.0275 -0.607
O 2.6422 -5.7458 2.4661 -0.296
C 2.6853 -6.5136 1.2501 -0.312
C 4.0201 -6.3989 0.5345 -0.939
C 2.2783 -3.8186 4.0589 -1.001
H 1.8636 -6.2272 0.5892 0.296
H 2.5220 -7.5537 1.5301 0.282
H 4.2016 -5.3780 0.1997 0.250
H 4.0496 -7.0465 -0.3411 0.387
H 4.8359 -6.6656 1.2081 0.269
H 1.3075 -4.2205 4.3392 0.328
H 2.2896 -2.7364 4.1773 0.369
H 3.0730 -4.2660 4.6509 0.346
```

Charge: +1
E (Eh): -6828.096920
E_HOMO (Ha): -0.43692
LUMO level (eV): -3.12
Frontier orbital gap (eV): 8.8

=====

# C18H36FO27P2S6

7 unconnected molecules or ions with the total composition C18H36FO27P2S6 at a distorted geometry (ωB97M-V/def2-TZVPD, the Open Molecules 2025 dataset).

The geometry in XYZ format:
```
90
Properties=species:S:1:pos:R:3:mulliken_charge:R:1
C -1.3432 1.6273 -0.2710 -0.355
C -1.0184 1.9506 0.8754 -0.392
C -0.9804 2.5650 2.3294 -0.357
C 0.0450 3.7787 2.4941 -0.114
O 1.4593 3.5053 2.3799 -0.592
P 2.0235 2.5941 3.7794 0.733
P 2.5696 1.0418 5.2789 -0.130
C 1.1945 0.8952 6.5876 -0.895
O 2.4912 -0.4364 4.4140 -0.407
O 0.6040 3.0890 4.7246 -0.180
C -0.1332 4.1244 4.0803 0.223
F 0.4267 5.4402 4.3732 -0.368
H -1.8012 1.1220 -1.1744 0.528
H -0.7094 1.6963 3.0197 0.164
H -1.9988 2.9277 2.6837 0.374
H -0.2496 4.5736 1.7446 0.318
H 1.4009 1.4793 3.0998 -0.292
H 3.2595 2.5394 3.0374 -0.154
H 2.6649 3.7003 4.4497 -0.134
H 0.1539 0.9358 6.1363 0.212
H 1.3058 -0.1548 7.0270 0.301
H 1.3981 1.7102 7.3465 0.285
H 3.3745 -0.7526 4.1591 0.265
H -1.2279 4.1774 4.3945 0.221
C -2.1957 7.3397 5.0297 -0.110
C -1.9315 8.7463 4.5270 -0.332
O -3.0840 9.0829 3.7505 -0.333
S -4.3810 8.3520 4.3859 1.085
O -5.0585 9.2880 5.2226 -0.542
O -5.0398 7.6270 3.3514 -0.539
O -3.5946 7.3050 5.3337 -0.318
H -1.9968 6.5988 4.2521 0.117
H -1.6076 7.1008 5.9150 0.354
H -1.0275 8.8082 3.9229 0.314
H -1.8638 9.4567 5.3560 0.281
C -5.1177 3.1275 -3.4418 -0.317
C -5.4925 1.9787 -2.5232 -0.344
O -4.8983 0.8230 -3.1190 -0.310
S -3.5264 1.2556 -3.8587 1.062
O -2.4388 0.9795 -2.9818 -0.562
O -3.5725 0.7843 -5.2035 -0.513
O -3.7793 2.8520 -3.8603 -0.296
H -5.7551 3.1480 -4.3300 0.275
H -5.1685 4.0921 -2.9376 0.314
H -6.5705 1.8539 -2.4315 0.313
H -5.0561 2.1087 -1.5289 0.306
C 3.9175 -0.5939 -0.3622 -0.332
C 5.3381 -0.1545 -0.6725 -0.361
O 5.7621 0.5680 0.4839 -0.320
S 5.0522 -0.0673 1.7950 0.802
O 5.9729 -0.9751 2.4058 -0.586
O 4.4070 0.9796 2.5098 -0.334
O 3.9250 -0.9373 1.0235 -0.257
H 3.2090 0.2264 -0.5059 0.294
H 3.6093 -1.4483 -0.9648 0.324
H 5.3947 0.4738 -1.5606 0.315
H 6.0005 -1.0167 -0.7943 0.287
C 5.0227 -4.9725 2.6595 -0.260
C 3.6915 -4.9439 1.9267 -0.343
O 4.0298 -4.9924 0.5396 -0.281
S 5.3859 -5.8641 0.3559 1.181
O 5.0176 -7.1945 -0.0069 -0.473
O 6.3223 -5.0901 -0.3914 -0.603
O 5.8448 -5.8715 1.9149 -0.334
H 5.4990 -3.9881 2.6519 0.218
H 4.9178 -5.3160 3.6885 0.302
H 3.1141 -4.0478 2.1520 0.356
H 3.0936 -5.8298 2.1590 0.247
C 3.5199 -7.5678 -4.8445 -0.344
C 2.7287 -8.8157 -4.4869 -0.370
O 3.0720 -9.0957 -3.1312 -0.325
S 3.3642 -7.6963 -2.3570 1.233
O 2.1820 -7.3192 -1.6548 -0.594
O 4.6378 -7.7812 -1.7269 -0.467
O 3.4922 -6.7544 -3.6720 -0.319
H 4.5627 -7.8108 -5.0662 0.280
H 3.0855 -7.0325 -5.6888 0.305
H 2.9738 -9.6619 -5.1279 0.308
H 1.6522 -8.6261 -4.5313 0.290
C -5.8084 -2.4192 -6.9399 -0.326
C -5.5507 -1.0024 -7.4195 -0.157
O -6.7017 -0.6602 -8.1961 -0.321
S -7.9965 -1.4095 -7.5792 1.090
O -8.6832 -0.4929 -6.7306 -0.533
O -8.6451 -2.1230 -8.6273 -0.529
O -7.2056 -2.4674 -6.6435 -0.321
H -5.6023 -3.1477 -7.7290 0.283
H -5.2220 -2.6681 -6.0558 0.318
H -4.6450 -0.9243 -8.0192 0.306
H -5.4905 -0.3060 -6.5793 0.186
```

Charge: -1
E (Eh): -5910.326329
E_HOMO (Ha): -0.12813
LUMO level (eV): 1.54
Frontier orbital gap (eV): 5.0